{"formula": "C48H38F18O28Zr2", "method": "ωB97M-V/def2-TZVPD", "elements": ["Zr", "Zr", "C", "C", "C", "O", "C", "C", "C", "O", "O", "O", "H", "H", "C", "C", "C", "O", "C", "C", "C", "O", "O", "O", "H", "H", "C", "C", "C", "O", "C", "C", "C", "O", "O", "O", "H", "H", "C", "C", "C", "O", "C", "C", "C", "O", "O", "O", "H", "H", "C", "C", "O", "C", "O", "C", "F", "F", "F", "H", "H", "H", "H", "H", "C", "C", "O", "C", "O", "C", "F", "F", "F", "H", "H", "H", "H", "H", "C", "C", "O", "C", "O", "C", "F", "F", "F", "H", "H", "H", "H", "H", "C", "C", "O", "C", "O", "C", "F", "F", "F", "H", "H", "H", "H", "H", "C", "C", "O", "C", "O", "C", "F", "F", "F", "H", "H", "H", "H", "H", "C", "C", "O", "C", "O", "C", "F", "F", "F", "H", "H", "H", "H", "H"], "xyz": [[-24.220, -32.898, -8.079], [-31.018, -32.042, -10.920], [-32.685, -32.990, -14.957], [-32.120, -32.856, -13.589], [-32.592, -34.019, -12.520], [-32.151, -33.828, -11.375], [-33.493, -35.044, -12.942], [-33.979, -35.010, -14.228], [-33.551, -33.951, -15.235], [-34.121, -33.962, -16.367], [-34.826, -35.935, -14.527], [-31.415, -32.009, -13.031], [-32.506, -32.210, -15.682], [-33.862, -35.830, -12.301], [-28.311, -31.746, -8.029], [-28.937, -30.564, -8.473], [-28.124, -29.309, -8.430], [-28.654, -28.204, -8.768], [-26.808, -29.335, -8.137], [-26.090, -30.555, -7.859], [-26.955, -31.815, -7.636], [-26.256, -32.835, -7.472], [-24.867, -30.804, -7.869], [-30.094, -30.823, -9.089], [-28.925, -32.634, -8.033], [-26.264, -28.424, -8.340], [-27.499, -34.528, -9.911], [-28.539, -33.713, -10.516], [-28.122, -32.474, -11.407], [-29.100, -31.871, -11.822], [-26.762, -32.031, -11.395], [-25.910, -32.820, -10.690], [-26.223, -34.150, -10.008], [-25.365, -34.793, -9.280], [-24.842, -32.241, -10.306], [-29.784, -33.706, -10.286], [-27.795, -35.422, -9.383], [-26.440, -31.031, -11.647], [-20.430, -35.051, -8.703], [-19.375, -35.239, -7.818], [-19.346, -34.521, -6.487], [-18.244, -34.326, -5.740], [-20.445, -33.848, -6.059], [-21.563, -33.654, -6.824], [-21.555, -34.210, -8.315], [-22.613, -33.953, -8.956], [-22.571, -32.890, -6.663], [-18.515, -36.096, -8.280], [-20.622, -35.371, -9.716], [-20.514, -33.455, -5.056], [-25.279, -33.868, -14.215], [-26.528, -33.035, -14.561], [-27.379, -33.867, -15.312], [-28.651, -34.282, -14.960], [-29.245, -33.894, -13.976], [-29.365, -35.174, -16.059], [-29.639, -36.301, -15.453], [-30.497, -34.719, -16.574], [-28.611, -35.381, -17.124], [-24.510, -33.235, -13.771], [-24.792, -34.331, -15.073], [-25.550, -34.708, -13.576], [-26.393, -32.295, -15.350], [-26.978, -32.498, -13.726], [-28.463, -36.431, -5.448], [-27.247, -35.658, -6.073], [-26.073, -36.052, -5.439], [-24.855, -35.574, -5.678], [-24.589, -34.703, -6.574], [-23.838, -36.181, -4.730], [-23.319, -37.183, -5.513], [-22.925, -35.301, -4.510], [-24.256, -36.554, -3.606], [-28.783, -35.892, -4.556], [-28.187, -37.456, -5.201], [-29.382, -36.484, -6.033], [-27.557, -34.629, -5.890], [-27.231, -35.652, -7.163], [-22.941, -35.349, -11.731], [-21.600, -35.329, -12.507], [-21.757, -34.544, -13.626], [-20.799, -34.346, -14.605], [-19.839, -35.064, -14.732], [-21.111, -33.053, -15.395], [-20.546, -33.161, -16.577], [-22.472, -32.847, -15.533], [-20.526, -32.031, -14.781], [-22.957, -35.847, -10.762], [-23.774, -35.839, -12.236], [-23.268, -34.317, -11.608], [-21.230, -36.332, -12.722], [-20.885, -34.797, -11.880], [-31.165, -25.993, -9.959], [-31.301, -27.461, -10.455], [-30.491, -27.598, -11.558], [-30.098, -28.816, -12.045], [-30.601, -29.948, -11.693], [-29.087, -28.790, -13.232], [-27.895, -29.223, -12.832], [-29.547, -29.662, -14.209], [-28.942, -27.552, -13.826], [-31.354, -25.292, -10.772], [-30.134, -25.828, -9.645], [-31.879, -25.827, -9.153], [-32.312, -27.680, -10.799], [-31.056, -28.183, -9.677], [-34.336, -36.598, -8.172], [-33.482, -35.289, -8.688], [-32.862, -34.793, -7.511], [-32.098, -33.577, -7.534], [-31.732, -33.061, -8.576], [-31.558, -33.211, -6.061], [-31.252, -31.918, -5.952], [-32.481, -33.536, -5.144], [-30.521, -33.994, -5.729], [-35.011, -36.349, -7.353], [-33.714, -37.392, -7.759], [-34.836, -37.159, -8.962], [-34.114, -34.481, -9.058], [-32.764, -35.487, -9.483], [-27.241, -26.140, -11.114], [-25.700, -26.316, -10.936], [-25.049, -26.895, -12.099], [-24.782, -28.161, -12.156], [-24.754, -28.845, -11.141], [-24.191, -28.751, -13.492], [-22.840, -28.935, -13.363], [-24.773, -29.918, -13.803], [-24.498, -27.884, -14.405], [-27.529, -25.634, -10.193], [-27.737, -27.109, -11.177], [-27.425, -25.486, -11.967], [-25.581, -26.959, -10.064], [-25.180, -25.395, -10.673]], "lumo_energy_ha": -0.119, "homo_lumo_gap_ev": 4.8, "total_charge": 0, "homo_energy_ev": -8.00}


{"formula": "C48H39GeMnN7S", "method": "ωB97M-V/def2-TZVPD", "elements": ["Mn", "N", "C", "N", "C", "N", "N", "C", "C", "C", "C", "C", "C", "N", "C", "C", "C", "C", "C", "C", "H", "H", "H", "H", "H", "H", "H", "H", "H", "H", "H", "C", "C", "C", "C", "N", "C", "C", "C", "C", "C", "C", "C", "H", "H", "H", "H", "H", "H", "H", "H", "C", "C", "C", "C", "C", "C", "Ge", "C", "C", "C", "C", "C", "C", "C", "C", "C", "C", "C", "C", "H", "H", "H", "H", "H", "H", "H", "H", "H", "H", "H", "H", "H", "H", "H", "S", "C", "N", "C", "C", "C", "C", "H", "H", "H", "H", "H"], "xyz": [[-0.398, -0.905, -0.226], [2.618, 1.910, -1.472], [1.784, 1.162, -0.751], [0.661, 0.685, -1.193], [0.278, 0.981, -2.517], [-0.831, 0.454, -2.949], [-1.397, -0.260, -1.968], [-2.559, -0.874, -2.137], [-3.108, -1.633, -1.063], [-4.356, -2.301, -1.142], [-4.820, -2.989, -0.020], [-3.999, -3.060, 1.117], [-2.785, -2.414, 1.119], [-2.324, -1.713, 0.061], [1.116, 1.855, -3.328], [0.819, 2.136, -4.684], [1.672, 3.010, -5.379], [2.820, 3.514, -4.787], [3.164, 3.153, -3.486], [2.296, 2.353, -2.758], [3.513, 2.195, -1.050], [2.095, 0.986, 0.285], [-2.979, -0.823, -3.153], [-4.897, -2.260, -2.099], [-5.818, -3.434, -0.011], [-4.262, -3.676, 1.984], [-2.138, -2.478, 1.985], [-0.029, 1.667, -5.181], [1.437, 3.278, -6.405], [3.474, 4.155, -5.370], [4.089, 3.505, -3.004], [1.555, -1.525, 3.838], [1.769, -2.930, 3.792], [1.510, -3.590, 2.596], [1.049, -2.901, 1.464], [0.793, -1.543, 1.533], [1.122, -0.908, 2.687], [0.781, -3.514, 0.167], [0.836, -4.882, -0.093], [0.645, -5.361, -1.375], [0.382, -4.485, -2.423], [0.341, -3.121, -2.182], [0.389, -2.656, -0.869], [1.622, -0.994, 4.768], [2.158, -3.512, 4.599], [1.640, -4.678, 2.502], [1.040, 0.170, 2.693], [1.071, -5.593, 0.709], [0.628, -6.432, -1.574], [0.225, -4.848, -3.447], [0.173, -2.434, -2.993], [-5.935, 3.367, 0.274], [-5.216, 2.679, -0.730], [-3.927, 2.216, -0.479], [-3.352, 2.373, 0.773], [-4.008, 3.124, 1.719], [-5.333, 3.585, 1.497], [-1.574, 1.544, 1.225], [-0.460, 3.238, 1.127], [-0.795, 4.136, 0.113], [-0.046, 5.287, -0.100], [1.078, 5.558, 0.722], [1.370, 4.651, 1.713], [0.648, 3.483, 1.904], [-1.980, 1.262, 3.207], [-1.195, 1.626, 4.300], [-1.413, 0.968, 5.532], [-2.529, 0.167, 5.734], [-3.423, -0.006, 4.667], [-3.138, 0.510, 3.414], [-6.940, 3.728, 0.101], [-5.618, 2.603, -1.736], [-3.355, 1.743, -1.269], [-3.511, 3.348, 2.679], [-5.820, 4.183, 2.273], [-1.685, 3.983, -0.498], [-0.350, 6.027, -0.856], [1.711, 6.424, 0.554], [2.247, 4.796, 2.334], [0.969, 2.811, 2.714], [-0.372, 2.340, 4.212], [-0.668, 1.109, 6.298], [-2.711, -0.339, 6.675], [-4.350, -0.524, 4.853], [-3.860, 0.360, 2.613], [3.868, -1.649, -0.075], [4.983, -2.303, -1.158], [5.938, -3.231, -0.751], [6.819, -3.834, -1.594], [6.852, -3.531, -2.934], [5.914, -2.602, -3.448], [5.037, -1.997, -2.554], [5.943, -3.478, 0.244], [7.520, -4.521, -1.179], [7.575, -4.066, -3.524], [5.901, -2.330, -4.502], [4.320, -1.261, -2.892]], "lumo_energy_ha": [-0.129, -0.127], "homo_lumo_gap_ev": [5.6, 6.1], "total_charge": 1, "s2": 6.390, "e_above_lowest_kcal_mol": 0.00, "spin_multiplicity": 5, "homo_energy_ev": [-9.08, -9.58]}


no.,DFT total energy (eV)
1,-159196.272
2,-159505.168